[1]
{"formula": "C2H2F3O2S", "method": "wB97M-V/def2-TZVPD", "symbols": ["C", "C", "O", "O", "F", "F", "F", "S", "H", "H"], "coordinates": [[1.79801, 0.52803, -0.00960], [-2.71975, 0.33694, -0.19257], [1.76679, -1.78055, 1.09717], [1.50860, -1.80990, -1.39282], [-1.65555, -0.56997, -0.15644], [-2.20927, 1.39240, -0.97914], [-2.86998, 0.91142, 1.08995], [1.29657, -1.08462, -0.14579], [1.09209, 1.32986, -0.34221], [1.99249, 0.74639, 1.03144]], "forces_ev_per_a": [[-0.27, 1.52, -0.17], [4.98, 2.15, 1.35], [0.13, 0.30, -0.92], [0.68, 0.03, -1.01], [-3.10, 1.44, 0.10], [-1.77, -1.95, 1.01], [-0.23, -1.57, -2.45], [-1.25, -0.59, 2.32], [0.50, -1.02, -0.52], [0.32, -0.30, 0.29]], "nbo_charge": [-1.0018, 0.9230, -1.0080, -0.9880, -0.3127, -0.3487, -0.3491, 1.7038, 0.1865, 0.1950], "orbital_gap_ev": [6.107, 3.683], "e_homo_ev": [-2.4397, -3.3887], "charge": -1, "multiplicity": 3, "s2": 2.011}

[2]
{"formula": "C4H14N2O", "method": "wB97M-V/def2-TZVPD", "symbols": ["C", "C", "C", "C", "N", "N", "H", "H", "H", "H", "H", "H", "H", "H", "H", "H", "H", "H", "H", "H", "O"], "coordinates": [[1.45599, -1.00739, 0.90399], [-0.01564, -1.39685, 0.64646], [-0.93832, -0.21962, 0.81458], [-2.10211, -0.20818, 0.15430], [-3.02641, 0.97208, 0.31472], [2.11479, -0.55996, -0.43856], [1.62138, -0.10582, 1.49002], [2.08245, -1.79429, 1.31320], [-0.17893, -1.96448, -0.26566], [-0.21269, -2.11257, 1.45358], [-0.72226, 0.54671, 1.54797], [-2.31939, -0.89297, -0.65113], [-3.30279, 1.24150, -0.61939], [-3.82889, 0.62978, 0.83144], [-2.54857, 1.72351, 0.80918], [2.99311, -0.06080, -0.29933], [2.26208, -1.33331, -1.08159], [1.46294, 0.12245, -0.83120], [1.61376, 2.37707, -2.76390], [2.03134, 2.24634, -1.31667], [1.55818, 1.79677, -2.01200]], "forces_ev_per_a": [[0.87, 0.37, -1.55], [0.95, 0.30, 1.57], [-1.52, -0.78, -0.86], [1.64, 1.15, 0.33], [0.94, -1.92, -0.15], [-0.79, -0.10, 1.11], [-0.53, -0.20, 0.49], [-0.18, -0.16, -0.05], [0.11, 0.14, -0.23], [-0.29, 0.08, -0.02], [0.20, 0.01, 0.12], [-0.55, -0.01, 0.10], [-0.40, 0.62, -0.28], [-0.61, 0.39, 0.24], [-0.25, 0.23, 0.01], [0.19, -0.24, 0.03], [0.01, -0.03, -0.22], [0.18, 0.06, -0.85], [-0.01, 0.34, -0.67], [0.30, 0.63, 0.16], [-0.26, -0.89, 0.71]], "nbo_charge": [-0.1963, -0.4909, -0.1499, -0.0575, -0.6781, -0.6839, 0.2267, 0.2574, 0.2551, 0.2883, 0.2302, 0.2508, 0.4605, 0.4634, 0.4554, 0.4491, 0.4504, 0.4577, 0.5152, 0.4756, -0.9791], "orbital_gap_ev": 11.740, "e_homo_ev": -18.6139, "charge": 2, "de_lowest_kj_mol": 60.3}

[3]
{"formula": "C30H75FINbO10PS2", "method": "wB97M-V/def2-TZVPD", "symbols": ["C", "C", "C", "Nb", "S", "I", "C", "C", "C", "F", "C", "C", "C", "O", "P", "O", "O", "S", "H", "H", "H", "H", "H", "H", "H", "H", "H", "H", "H", "H", "H", "H", "H", "H", "H", "H", "H", "C", "C", "C", "O", "H", "H", "H", "H", "H", "H", "H", "H", "C", "C", "C", "O", "H", "H", "H", "H", "H", "H", "H", "H", "C", "C", "C", "O", "H", "H", "H", "H", "H", "H", "H", "H", "C", "C", "C", "O", "H", "H", "H", "H", "H", "H", "H", "H", "C", "C", "C", "O", "H", "H", "H", "H", "H", "H", "H", "H", "C", "C", "C", "O", "H", "H", "H", "H", "H", "H", "H", "H", "C", "C", "C", "O", "H", "H", "H", "H", "H", "H", "H", "H"], "coordinates": [[3.28431, -1.53601, 0.11173], [2.88589, -1.86180, 1.35386], [2.74080, -0.94347, 2.52387], [0.83585, 0.34777, 2.58092], [-0.04639, -0.60881, 0.52447], [1.91361, 1.43303, 4.97728], [-0.92234, 1.71340, 2.95275], [-2.01430, 1.86225, 1.89161], [-3.00180, 0.69526, 1.80413], [-1.54760, 2.22689, 0.62998], [0.00169, -1.28867, 3.94918], [-0.46436, -2.43767, 3.13041], [-1.53808, -3.42488, 3.88687], [-1.72838, -2.40320, 2.69431], [2.31375, 2.12502, 1.28882], [2.88735, 1.56030, -0.14523], [3.65789, 2.44962, 2.19276], [1.40867, 3.81787, 1.04959], [4.05520, -0.80043, -0.08505], [2.78387, -2.00774, -0.72795], [2.63786, -2.91207, 1.52804], [2.75164, -1.56171, 3.42900], [3.64437, -0.31771, 2.57471], [0.25259, -1.91261, 0.44500], [-0.53308, 2.70719, 3.18645], [-1.43012, 1.37865, 3.86289], [-2.63434, 2.71023, 2.21368], [-2.80730, 0.04693, 0.95543], [-3.05950, 0.16110, 2.74845], [-3.99638, 1.11987, 1.63968], [0.78618, -1.71528, 4.57347], [-0.87917, -0.96068, 4.49326], [0.26819, -2.93242, 2.49805], [-2.41944, -3.95442, 3.51300], [-0.86912, -4.28659, 3.57801], [3.80807, 1.31148, -0.01254], [4.29123, 1.72407, 2.14443], [1.11735, -0.55626, -4.95808], [1.66505, -1.83505, -4.33682], [0.59853, -2.92190, -4.30029], [2.13369, -1.58262, -3.01496], [0.28000, -0.17069, -4.37056], [1.87159, 0.22447, -4.98135], [0.77275, -0.73776, -5.97935], [2.52615, -2.18503, -4.90919], [-0.25098, -2.60298, -3.69038], [0.99514, -3.83331, -3.84976], [0.23709, -3.15726, -5.30340], [1.39243, -1.25857, -2.48869], [-4.30678, -7.15805, 4.41394], [-3.26167, -7.03436, 3.31558], [-3.03317, -8.36644, 2.61822], [-2.03664, -6.56228, 3.87154], [-3.97687, -7.86955, 5.17602], [-4.45430, -6.19758, 4.90894], [-5.26458, -7.49590, 4.01387], [-3.58232, -6.28836, 2.58642], [-2.66473, -9.11150, 3.32770], [-2.27772, -8.26628, 1.83709], [-3.95349, -8.74063, 2.16541], [-1.74126, -7.20953, 4.52007], [3.19765, 3.65928, -2.89112], [3.07802, 3.24549, -4.34822], [3.07817, 4.45727, -5.26909], [1.87946, 2.49210, -4.53976], [2.35084, 4.28439, -2.59461], [3.18765, 2.78611, -2.24274], [4.11916, 4.21800, -2.71341], [3.90608, 2.58502, -4.61270], [2.22512, 5.10626, -5.04650], [2.98406, 4.14718, -6.31091], [3.99459, 5.03872, -5.16170], [1.13741, 3.06080, -4.30854], [-2.73652, 5.88084, -0.85053], [-1.63242, 6.07640, -1.87705], [-1.31495, 4.76843, -2.58997], [-0.46083, 6.57460, -1.23600], [-2.42941, 5.15950, -0.08842], [-2.95284, 6.81762, -0.33651], [-3.65493, 5.52069, -1.31766], [-1.93182, 6.83029, -2.60849], [-0.96782, 4.01708, -1.87529], [-0.51489, 4.91693, -3.31868], [-2.19206, 4.37608, -3.10875], [-0.20664, 5.91631, -0.58099], [-0.37596, -11.36830, 7.01696], [-1.27046, -11.43648, 5.78854], [-0.62231, -12.24993, 4.67843], [-1.55222, -10.11769, 5.32023], [0.57286, -10.88233, 6.77423], [-0.84911, -10.77764, 7.80174], [-0.16495, -12.36425, 7.40925], [-2.22918, -11.88128, 6.05734], [0.31902, -11.79031, 4.36540], [-1.27062, -12.28551, 3.80242], [-0.41828, -13.27134, 5.00309], [-0.71566, -9.70653, 5.07698], [3.79992, 6.92616, -10.01900], [4.44828, 5.91297, -9.08665], [3.76342, 4.55775, -9.18445], [4.39656, 6.38896, -7.74381], [2.75066, 7.07673, -9.75098], [4.29621, 7.89362, -9.93589], [3.84847, 6.59730, -11.05855], [5.50475, 5.80802, -9.33729], [2.71283, 4.63609, -8.89205], [4.23287, 3.84262, -8.50873], [3.81194, 4.16143, -10.20022], [3.47104, 6.48893, -7.49818], [-4.11272, 5.37622, 4.23104], [-3.48820, 5.97901, 2.98229], [-2.61244, 7.17424, 3.32260], [-4.51407, 6.37404, 2.06837], [-4.75232, 6.10927, 4.73243], [-4.74104, 4.52383, 3.97031], [-3.34835, 5.04329, 4.93442], [-2.89139, 5.22309, 2.47060], [-3.20651, 7.96242, 3.79609], [-2.17604, 7.59730, 2.41724], [-1.80480, 6.89336, 3.99968], [-5.05787, 7.04223, 2.49649]], "forces_ev_per_a": [[0.07, -0.60, 0.25], [0.06, 0.42, 0.05], [1.43, -1.00, 0.14], [-1.78, 0.01, -0.29], [-0.11, 0.68, 0.29], [-0.26, -0.24, -0.46], [0.25, -0.09, -0.51], [-0.92, 0.27, 1.18], [-0.36, 0.60, -0.38], [0.20, -0.31, -0.13], [1.11, -0.84, -0.88], [-1.31, 2.35, 1.10], [0.34, -1.28, -0.41], [1.32, -0.84, -1.38], [0.26, -0.01, 0.65], [0.24, 0.39, 0.54], [0.24, -0.04, -0.99], [-0.28, 0.16, -0.14], [-0.69, 0.68, -0.09], [1.07, -0.65, -0.17], [-1.21, 0.24, -0.24], [0.05, 0.25, 0.17], [-0.18, 0.25, 0.13], [0.29, 0.08, 0.28], [0.15, 0.00, -0.03], [0.06, -0.10, 0.05], [0.17, 0.22, -0.16], [0.26, -0.28, 0.21], [0.25, -0.30, -0.09], [-0.04, -0.06, -0.10], [-0.03, 0.47, 0.42], [0.22, 0.35, 0.28], [0.04, -0.44, 0.09], [-0.63, 0.06, 1.48], [-0.42, 0.14, -0.91], [0.07, -0.20, -0.34], [0.00, -0.13, 0.36], [0.23, -0.11, -0.13], [-0.71, 0.24, 0.21], [0.13, -0.23, -0.01], [0.24, -0.15, -0.14], [-0.04, -0.07, 0.00], [0.02, 0.01, 0.02], [-0.05, -0.01, 0.02], [0.09, 0.01, 0.12], [-0.01, 0.09, -0.06], [0.03, 0.00, -0.03], [-0.03, 0.01, 0.01], [0.04, 0.14, 0.00], [-0.10, 0.17, 0.05], [0.01, -0.49, 0.35], [0.10, -0.03, -0.21], [0.05, 0.13, -0.21], [0.01, -0.09, -0.09], [-0.01, 0.02, -0.06], [0.00, -0.02, 0.01], [0.15, 0.11, 0.04], [-0.13, 0.01, 0.07], [-0.05, 0.08, -0.04], [0.00, -0.01, 0.01], [-0.08, -0.02, 0.06], [0.11, -0.15, 0.03], [-0.34, 0.56, 0.28], [0.04, -0.09, -0.19], [0.18, -0.10, -0.24], [0.03, 0.07, -0.03], [0.00, -0.01, 0.03], [-0.03, 0.03, 0.00], [-0.11, -0.13, -0.05], [0.04, 0.01, 0.14], [0.06, -0.04, 0.00], [-0.01, 0.02, -0.02], [-0.01, 0.00, 0.12], [-0.09, 0.22, 0.02], [0.06, -0.51, 0.31], [0.10, -0.02, -0.15], [-0.10, 0.26, -0.24], [0.02, -0.11, -0.10], [-0.05, 0.01, -0.04], [-0.01, -0.03, 0.04], [0.09, 0.09, 0.05], [-0.09, 0.01, 0.06], [-0.02, 0.06, -0.04], [0.00, -0.02, 0.01], [0.21, -0.11, 0.12], [-0.13, 0.05, 0.16], [0.61, 0.06, -0.08], [-0.16, -0.06, -0.13], [-0.30, 0.01, 0.06], [0.03, -0.08, -0.07], [-0.04, -0.03, 0.00], [0.03, 0.00, -0.01], [-0.09, 0.14, -0.04], [0.04, -0.02, 0.10], [-0.03, -0.02, 0.03], [0.03, 0.01, 0.00], [0.05, -0.04, -0.01], [0.15, 0.14, -0.06], [-0.64, 0.01, 0.02], [0.15, -0.13, 0.04], [0.38, 0.05, -0.07], [-0.02, -0.11, -0.02], [0.04, -0.02, -0.01], [-0.03, 0.00, 0.00], [0.05, 0.05, 0.14], [-0.02, 0.06, -0.08], [0.04, 0.00, -0.02], [-0.03, 0.00, 0.00], [-0.03, -0.04, 0.04], [-0.05, -0.19, -0.04], [-0.20, 0.39, 0.39], [0.13, 0.04, -0.15], [0.08, -0.23, -0.27], [0.09, 0.07, 0.02], [0.05, -0.03, -0.02], [0.00, 0.01, 0.01], [-0.08, 0.01, -0.13], [-0.03, -0.07, 0.08], [0.04, -0.06, -0.01], [0.00, 0.01, 0.00], [0.03, 0.02, 0.08]], "lowdin_charge": [-0.0718, -0.3455, -0.4162, 1.1598, 0.4132, 0.1534, -0.3753, -0.5092, -0.0728, -0.1004, -0.3175, -0.4872, -0.0443, -0.1428, 0.0311, -0.3284, -0.3873, 0.2172, 0.0405, 0.0288, 0.0838, 0.0171, 0.0156, -0.1950, -0.0022, 0.0394, 0.1085, 0.0409, 0.0709, 0.0679, 0.0390, 0.0623, 0.1031, 0.0777, 0.0528, 0.0333, 0.0282, -0.0608, -0.4917, -0.0688, -0.0672, 0.0860, 0.0550, 0.0782, 0.1345, 0.0799, 0.0748, 0.0736, 0.0714, -0.0578, -0.4903, -0.0615, -0.0624, 0.0777, 0.0801, 0.0773, 0.1372, 0.0564, 0.0795, 0.0785, 0.0796, -0.0492, -0.4801, -0.0659, -0.0630, 0.0795, 0.0574, 0.0840, 0.1382, 0.0820, 0.0565, 0.0810, 0.0793, -0.0594, -0.4954, -0.0592, -0.0627, 0.0758, 0.0722, 0.0818, 0.1318, 0.0798, 0.0629, 0.0778, 0.0470, -0.0639, -0.4948, -0.0632, -0.0690, 0.0820, 0.0792, 0.0786, 0.1379, 0.0822, 0.0789, 0.0784, 0.0877, -0.0679, -0.4977, -0.0697, -0.0593, 0.0806, 0.0767, 0.0767, 0.1364, 0.0809, 0.0771, 0.0772, 0.0802, -0.0639, -0.4981, -0.0573, -0.0622, 0.0767, 0.0771, 0.0815, 0.1233, 0.0779, 0.0765, 0.0828, 0.0808], "orbital_gap_ev": 5.937, "e_homo_ev": -4.8892, "charge": -1}